Formula: C3H9N2O
Source: the Open Molecules 2025 dataset
Level of theory: ωB97M-V with the def2-TZVPD basis set

As for the energy above the lowest of the compared OMol25 structures with the same formula, charge and spin: 388.0 kJ/mol. As for the total charge: +1. Its highest occupied orbital energy is -14.7380 eV. The total energy comes out at -8275.0525 eV.

Structure (XYZ):
```
15
Properties=species:S:1:pos:R:3:forces:R:3:lowdin_charge:R:1
C -1.7399 -0.4107 -0.1849 -0.3 -2.3 -0.3 -0.039
C -0.3685 -0.3483 0.4689 -0.1 -0.5 -0.3 -0.314
N 0.6731 -1.2247 -0.1731 -0.1 -0.6 0.8 0.079
O 1.9221 -0.5537 0.2137 -1.4 -1.3 0.4 -0.025
C 1.6318 0.6611 -0.2334 1.8 4.5 -2.2 -0.224
N 0.2182 1.0191 0.0941 -2.0 -1.8 0.7 0.130
H -1.6276 -0.1865 -1.3152 -0.8 0.1 1.9 0.130
H -2.5439 0.0500 0.4847 1.1 0.0 -1.5 0.125
H -1.9960 -1.5135 -0.1436 0.0 1.1 -0.3 0.112
H -0.5086 -0.4482 1.5523 0.7 0.1 -0.1 0.162
H 0.7889 -2.1811 0.2432 -0.5 1.2 -0.3 0.173
H 1.5816 0.8473 -1.3208 0.6 -1.0 0.0 0.151
H 2.3402 1.4627 0.1221 -0.7 -1.1 0.2 0.176
H 0.0710 1.6038 0.9024 0.0 0.8 0.0 0.180
H -0.4423 1.2229 -0.7104 1.6 0.7 0.9 0.185
```
Positions in Å, forces in eV/Å.